Entry from the OMol25 dataset: an isolated ion of composition C5H8N and charge +1 at a distorted geometry (ωB97M-V with the def2-TZVPD basis set).

## Properties
- 2S+1: 1
- Total charge: +1
- E_LUMO (spin up / spin down): -5.1 / -6.3 eV
- E: -249.59353 a.u.

Each atom is followed by the atoms it is bonded to, with distances in Å.
Atoms and positions in Å:
1 C 0.987 1.485 -0.168  C2 1.302, C4 1.378, H7 1.062
2 C 1.472 2.554 0.395  C1 1.302, H8 1.041
3 C 0.028 -1.033 -1.405  N6 1.317, H9 1.010, H10 1.017
4 C 0.151 0.522 0.355  C1 1.378, N6 1.335, H11 1.022
5 C -1.231 -1.274 0.721  N6 1.473, H12 1.168, H13 1.187, H14 1.152
6 N -0.320 -0.591 -0.213  C3 1.317, C4 1.335, C5 1.473
7 H 0.994 1.503 -1.230  C1 1.062
8 H 2.132 3.093 0.993  C2 1.041
9 H -0.358 -1.896 -1.758  C3 1.010
10 H 0.708 -0.470 -1.910  C3 1.017
11 H 0.050 0.714 1.354  C4 1.022
12 H -0.855 -1.378 1.822  C5 1.168
13 H -1.449 -2.362 0.301  C5 1.187
14 H -2.309 -0.867 0.743  C5 1.152